Record 1
This record from the Open Molecules 2025 dataset describes a structure of composition C2H5N2 at a distorted geometry. The level of theory is ωB97M-V/def2-TZVPD.

Results
Frontier orbital gap (spin up / spin down): 6.138 / 5.622 eV
HOMO energy (spin up / spin down): -0.5522 / -0.5674 Eh
Net charge: +1
Relative energy (zero: lowest compared OMol25 entry of this formula, charge and spin): 6.341 eV

XYZ file:
```
9
C2H5N2 | the Open Molecules 2025 dataset | ωB97M-V/def2-TZVPD
C 0.493 -0.184 0.900
C -0.279 0.452 -0.782
N 0.358 -0.754 -0.269
N -0.012 1.009 0.541
H 0.906 -0.530 1.830
H 0.243 0.921 -1.619
H -1.340 0.334 -1.007
H -0.545 -3.205 -0.442
H 0.176 1.957 0.846
```

Here are the Löwdin charges for atoms 1 to 4, given in e: -0.123 -0.138 0.108 0.106

***

Record 2
This record from the Open Molecules 2025 dataset describes a structure of composition C4H11N5 at a distorted geometry. The level of theory is ωB97M-V/def2-TZVPD.

Results
Frontier orbital gap: 7.663 eV
HOMO energy: -0.2638 Eh
Relative energy (zero: lowest compared OMol25 entry of this formula, charge and spin): 6.114 eV

XYZ file:
```
20
C4H11N5 | the Open Molecules 2025 dataset | ωB97M-V/def2-TZVPD
C -1.462 0.655 -1.054
N -1.114 -0.125 0.141
N -1.892 0.178 1.277
N -1.161 -1.765 -0.075
N -0.309 -2.268 -0.721
H -1.648 1.119 1.586
H -2.881 0.171 1.041
H 0.434 -1.596 -1.143
H -1.270 1.713 -0.872
H -2.516 0.496 -1.293
H -0.849 0.338 -1.896
C 0.580 0.377 0.688
C 1.533 -0.130 -0.359
C 2.636 -0.800 -0.002
N 0.498 1.701 0.763
H 1.187 2.116 1.386
H 0.621 -0.248 1.596
H 1.464 0.332 -1.338
H 2.718 -1.253 0.976
H 3.431 -1.011 -0.701
```

Here are the Löwdin charges for atoms 1 to 4, given in e: -0.067 -0.294 0.052 0.060

***

Record 3
This record from the Open Molecules 2025 dataset describes a cluster of 2 separate species, C3H10N2O in total. The level of theory is ωB97M-V/def2-TZVPD.

Results
Frontier orbital gap: 9.698 eV
HOMO energy: -0.3325 Eh
SMILES string: [H]/N=C/NCC.O
Relative energy (zero: lowest compared OMol25 entry of this formula, charge and spin): 1.060 eV

XYZ file:
```
16
C3H10N2O | the Open Molecules 2025 dataset | ωB97M-V/def2-TZVPD
H 2.303 3.791 0.746
N 2.318 2.779 0.831
C 1.365 2.229 0.204
N 1.304 0.850 0.100
C 0.070 0.160 0.422
C -0.280 0.204 1.916
H 0.594 2.761 -0.342
H 2.155 0.425 0.441
H 0.175 -0.891 0.187
H -0.743 0.607 -0.144
H -0.419 1.229 2.255
H 0.472 -0.341 2.481
H -1.248 -0.289 2.040
O -2.767 -4.881 -3.711
H -2.732 -4.296 -2.950
H -2.568 -4.337 -4.476
```

Here are the Löwdin charges for atoms 1 to 4, given in e: 0.032 0.074 -0.348 -0.043

***

Record 4
This record from the Open Molecules 2025 dataset describes a structure of composition C17H20BrCl3O3Os at a distorted geometry. The level of theory is ωB97M-V/def2-TZVPD.

Results
Frontier orbital gap (spin up / spin down): 3.809 / 5.809 eV
HOMO energy (spin up / spin down): 0.0247 / -0.0496 Eh
Spin multiplicity: 5
Net charge: -2

XYZ file:
```
45
C17H20BrCl3O3Os | the Open Molecules 2025 dataset | ωB97M-V/def2-TZVPD
C 0.435 -1.885 -2.336
C 0.864 -0.687 -3.017
C -0.285 0.168 -3.168
C 2.224 -0.422 -3.573
C -1.416 -0.512 -2.613
C -0.975 -1.765 -2.090
C -1.873 -2.813 -1.522
C 1.261 -3.100 -2.074
C -0.337 1.463 -3.909
C -2.836 -0.049 -2.673
Os 0.247 -0.131 -0.994
Cl 1.178 1.784 -1.120
Cl 2.387 -0.752 -0.173
Cl -1.512 1.087 0.031
H 2.953 -1.108 -3.137
H 2.536 0.605 -3.363
H 2.214 -0.561 -4.661
H 0.588 2.029 -3.784
H -1.173 2.070 -3.550
H -0.488 1.275 -4.978
H -2.904 1.030 -2.504
H -3.434 -0.566 -1.917
H -3.268 -0.271 -3.659
H -2.548 -2.364 -0.786
H -1.281 -3.593 -1.040
H -2.485 -3.275 -2.308
H 2.284 -2.815 -1.826
H 1.274 -3.752 -2.955
H 0.837 -3.653 -1.234
O -0.325 -1.508 0.586
H 0.088 -1.042 1.364
Br -1.815 0.181 3.718
C -0.564 1.157 4.720
C -0.810 1.420 6.074
C 0.064 2.243 6.797
C 1.169 2.821 6.153
C 1.423 2.534 4.812
C 0.602 1.647 4.103
C 1.033 1.184 2.701
O 1.423 2.112 1.961
O 0.946 -0.064 2.566
H -1.681 0.976 6.549
H -0.128 2.435 7.853
H 1.838 3.492 6.693
H 2.272 2.974 4.285
```

Here are the Löwdin charges for atoms 1 to 4, given in e: -0.396 -0.413 -0.376 -0.079

***

Record 5
This record from the Open Molecules 2025 dataset describes a structure of composition C4H8O3 at a distorted geometry. The level of theory is ωB97M-V/def2-TZVPD.

Results
Frontier orbital gap: 10.898 eV
HOMO energy: -0.3692 Eh
Relative energy (zero: lowest compared OMol25 entry of this formula, charge and spin): 2.276 eV

XYZ file:
```
15
C4H8O3 | the Open Molecules 2025 dataset | ωB97M-V/def2-TZVPD
O 1.292 0.633 -0.016
C 1.078 0.789 1.378
C -0.341 0.212 1.310
C -0.059 0.233 -0.225
O -0.833 1.196 -0.957
C -0.085 -1.149 -0.979
O -0.902 -1.213 -2.125
H -0.458 1.219 -1.834
H 1.208 1.830 1.686
H 1.776 0.172 1.912
H -1.094 0.902 1.767
H -0.420 -0.836 1.701
H 0.945 -1.299 -1.327
H -0.355 -1.940 -0.263
H -1.753 -0.749 -2.026
```

Here are the Löwdin charges for atoms 1 to 4, given in e: -0.042 -0.175 -0.033 -0.485

***

Record 6
This record from the Open Molecules 2025 dataset describes the molecule C6H14N2. The level of theory is ωB97M-V/def2-TZVPD.

Results
Frontier orbital gap: 8.760 eV
HOMO energy: -0.2837 Eh
SMILES string: CC/C(C)=C(\N)CN
Relative energy (zero: lowest compared OMol25 entry of this formula, charge and spin): 0.451 eV

XYZ file:
```
22
C6H14N2 | the Open Molecules 2025 dataset | ωB97M-V/def2-TZVPD
C 2.231 -0.508 0.983
C 1.779 -0.112 -0.424
C 0.350 0.376 -0.441
C 0.217 1.871 -0.379
C -0.691 -0.468 -0.464
N -0.543 -1.859 -0.377
C -2.139 -0.029 -0.415
N -2.633 0.217 0.936
H 3.260 -0.862 0.971
H 1.594 -1.296 1.378
H 2.170 0.347 1.652
H 2.428 0.685 -0.794
H 1.905 -0.968 -1.096
H -0.813 2.202 -0.303
H 0.762 2.254 0.485
H 0.658 2.323 -1.270
H 0.379 -2.199 -0.605
H -1.266 -2.377 -0.856
H -2.292 0.880 -1.000
H -2.771 -0.811 -0.848
H -2.084 0.952 1.370
H -2.503 -0.620 1.495
```

Here are the Löwdin charges for atoms 1 to 4, given in e: -0.098 -0.230 -0.283 -0.059